Density functional theory data (ωB97M-V/def2-TZVPD) for a 2-piece molecular cluster, C5H6N2O3 overall in a non-equilibrium geometry.

Largest force on an atom: 7.824 eV Å⁻¹
E_HOMO (alpha / beta): -0.211 / -0.382 Eh
Energy relative to the best compared isomer or geometry (same formula, charge and spin): 52.1 kcal/mol
E: -529.0755 a.u.
⟨S²⟩: 2.01
Multiplicity: 3
Kohn-Sham gap (alpha / beta): 6.3 / 8.4 eV

Geometry (Å):
C  -3.4565  -0.0414  0.2637
C  -0.1853  1.9116  -0.1402
C  0.6858  -0.5408  -0.3827
C  0.5067  0.7591  -0.4605
C  1.3932  -2.6666  -0.0939
N  -3.9684  -1.0587  0.4144
N  0.6787  2.8559  0.4143
O  -1.3915  2.0252  -0.3079
O  1.8025  0.0886  0.0274
O  0.2350  -1.7612  -0.4294
H  -2.9752  0.8740  0.1249
H  1.8757  -2.3769  0.7289
H  2.0456  -2.8667  -1.0509
H  0.8529  -3.6958  0.0484
H  1.5528  2.9209  -0.1214
H  0.3481  3.5727  0.9648

Cartesian forces (eV/Å) of the 6 atoms listed first:
-0.917 -1.563 0.270
0.848 1.813 0.963
-0.839 -3.275 -1.544
1.224 0.782 0.117
-3.736 -4.055 -5.550
0.213 0.403 -0.054

Calculated atomic charges, method natural (NBO), unit e:
1. C 0.0744
2. C 0.4737
3. C 0.3602
4. C 0.2870
5. C -0.2622
6. N -0.3400
7. N -0.8331
8. O -0.5970
9. O -0.3720
10. O -0.4386
11. H 0.2491
12. H 0.1865
13. H 0.1999
14. H 0.2135
15. H 0.3986
16. H 0.3999

=====

Density functional theory data (ωB97M-V/def2-TZVPD) for one molecule with the formula C5H6N2O3S in a non-equilibrium geometry.

Largest force on an atom: 3.665 eV Å⁻¹
E_HOMO: -0.321 Eh
Energy relative to the best compared isomer or geometry (same formula, charge and spin): 124.5 kcal/mol
E: -927.3850 a.u.
SMILES string: O=CS[C@@H]1C=C([N+](=O)[O-])NC1
Kohn-Sham gap: 7.7 eV

Geometry (Å):
O  -2.9844  2.2202  -0.5570
C  -2.2077  1.3585  -0.4219
S  -2.5922  -0.1026  0.4013
C  -0.8833  -0.7681  0.7632
C  0.1958  0.2174  1.0717
C  1.2107  0.0742  0.1739
N  2.4487  0.7615  0.1948
O  3.1927  0.5838  -0.7552
O  2.5518  1.6162  1.0644
N  0.9900  -0.9230  -0.7659
C  -0.3383  -1.4668  -0.5433
H  -1.1399  1.6003  -0.7009
H  -0.9763  -1.5210  1.5329
H  0.0898  1.0401  1.8735
H  1.6781  -1.0932  -1.6187
H  -0.2409  -2.5280  -0.3812
H  -0.9945  -1.0696  -1.3318

Cartesian forces (eV/Å) of the 6 atoms listed first:
-2.673 2.040 -0.743
3.128 0.087 0.279
0.384 -1.226 1.161
0.323 -0.167 -1.515
0.480 2.055 0.864
-2.108 -1.872 0.471

Calculated atomic charges, method natural (NBO), unit e:
1. O -0.5120
2. C 0.2122
3. S 0.2367
4. C -0.3528
5. C -0.2674
6. C 0.2412
7. N 0.5022
8. O -0.3682
9. O -0.3507
10. N -0.6381
11. C -0.2212
12. H 0.1366
13. H 0.2424
14. H 0.2668
15. H 0.4508
16. H 0.2148
17. H 0.2068

=====

Density functional theory data (ωB97M-V/def2-TZVPD) for C5H6N2Si as an isolated structure in a non-equilibrium geometry.

Largest force on an atom: 2.754 eV Å⁻¹
E_HOMO: -0.377 Eh
Energy relative to the best compared isomer or geometry (same formula, charge and spin): 41.9 kcal/mol
E: -593.0329 a.u.
Kohn-Sham gap: 9.5 eV

Geometry (Å):
C  -1.0981  -2.8547  3.0376
C  -1.6248  -2.2994  -1.2504
C  1.7253  0.0336  -1.0958
C  1.1186  -1.0629  -0.5464
C  -1.7136  0.3598  0.3780
N  -1.0208  -2.2865  1.9886
N  -2.2289  -2.8469  -2.0555
Si  -0.7214  -1.1517  -0.0444
H  2.8754  -0.0234  -1.3088
H  1.2603  1.0433  -1.1914
H  1.7194  -1.9188  -0.1561
H  -1.9019  0.8698  -0.6664
H  -2.6826  0.1745  0.8776
H  -1.0397  0.8986  0.9986

Cartesian forces (eV/Å) of the 6 atoms listed first:
0.175 1.260 -2.296
0.675 0.889 1.119
1.226 -0.975 0.981
-0.002 1.063 0.727
-0.633 -0.390 -2.624
0.554 0.349 -0.879

Calculated atomic charges, method natural (NBO), unit e:
1. C 0.1908
2. C -0.1857
3. C -0.3058
4. C -0.7099
5. C -1.1466
6. N -0.8629
7. N -0.2443
8. Si 1.7552
9. H 0.2248
10. H 0.2119
11. H 0.2619
12. H 0.2614
13. H 0.2931
14. H 0.2562

=====

The highest energy relative to the best compared isomer or geometry (same formula, charge and spin) belongs to which entry?
C5H6N2O3S

=====

Number 1 is which compound?
C5H6N2O3

=====

Which formula does entry 3 have?
C5H6N2Si

=====

Among the records above, which one has the highest largest force on an atom?
C5H6N2O3